# 1
{
  "formula": "CH7N2O2P",
  "method": "ωB97M-V with the def2-TZVPD basis set",
  "e_tot_ev": -17513.559,
  "gap_ev": 9.5,
  "multiplicity": 1,
  "smiles": "CN(N)P(O)O",
  "de_lowest_kcal_mol": 59.7,
  "species": ["C", "N", "N", "O", "O", "P", "H", "H", "H", "H", "H", "H", "H"],
  "xyz": [[0.812945, 0.476490, -0.580559], [-0.524539, -1.682264, -0.368837], [-0.090401, -0.272523, 0.184511], [-2.267283, -0.526413, 1.433310], [-1.085982, 1.714888, 1.658996], [-1.614339, 0.642856, 0.485257], [0.750550, 1.463177, -0.221173], [1.702718, -0.035367, -0.494483], [0.458874, 0.386836, -1.561854], [0.347260, -2.192163, -0.269051], [-1.037316, -1.521996, -1.218915], [-1.671344, -1.281097, 1.091213], [-1.028463, 2.638819, 1.591015]],
  "atomic_forces_ev_per_a": [[-1.23, -1.07, -0.70], [0.88, 3.48, 2.58], [-3.60, -2.16, 1.93], [1.39, -0.27, -1.32], [0.11, -3.19, 0.03], [0.36, 0.20, 1.10], [0.64, 1.34, 0.32], [2.65, -0.21, 0.05], [0.02, 0.64, -2.21], [-0.50, -0.27, -1.02], [0.69, -0.60, -0.88], [-1.15, 0.38, 0.94], [-0.25, 1.73, -0.81]]
}

=====

# 2
{
  "formula": "CH7N2S3",
  "method": "ωB97M-V with the def2-TZVPD basis set",
  "e_tot_ev": -36628.215,
  "total_charge": 1,
  "gap_ev": 9.1,
  "multiplicity": 1,
  "de_lowest_kcal_mol": 16.1,
  "species": ["C", "N", "N", "S", "S", "S", "H", "H", "H", "H", "H", "H", "H"],
  "xyz": [[0.251753, 0.334257, -1.836282], [0.788521, -2.009932, 1.141616], [-0.946753, 1.011691, -0.052296], [1.743641, 0.993514, -1.627392], [-0.127435, -1.344731, -1.631818], [1.387771, -2.240547, -0.476942], [-0.583937, 0.868789, -2.335457], [0.030177, -2.688912, 1.465614], [1.256253, -1.359266, 1.732487], [-0.978551, 0.334136, 0.695095], [-1.992100, 1.292021, -0.253692], [-0.407720, 1.827912, 0.232239], [2.046656, -0.198156, -0.927516]],
  "atomic_forces_ev_per_a": [[-2.08, -0.32, 0.23], [-1.11, -2.01, -2.22], [-2.51, 1.17, -0.76], [0.76, -0.57, 0.64], [0.21, -0.56, -0.28], [-1.42, 0.76, 1.89], [1.04, -0.41, -0.08], [1.92, 1.54, -0.40], [0.09, 0.13, 0.44], [0.15, -0.17, 0.20], [2.76, -0.49, 0.60], [-0.45, -0.03, 0.19], [0.64, 0.96, -0.43]]
}

=====

# 3
{
  "formula": "CH7N3",
  "method": "ωB97M-V with the def2-TZVPD basis set",
  "e_tot_ev": -5618.038,
  "gap_ev": 9.3,
  "multiplicity": 1,
  "smiles": "C=N.NN",
  "de_lowest_kcal_mol": 66.1,
  "species": ["N", "N", "H", "H", "H", "H", "C", "N", "H", "H", "H"],
  "xyz": [[1.103602, -0.780811, 0.126972], [1.658365, 0.553752, 0.115993], [1.628576, 0.934506, 1.066947], [1.802240, -1.428090, 0.506351], [-1.179689, -0.982243, -1.047922], [0.997460, 1.168798, -0.385973], [-1.413054, -0.225490, -0.124748], [-1.351972, 1.050263, -0.257786], [-2.032715, 1.510106, 0.354607], [-2.169781, -0.718640, 0.502042], [0.956969, -1.082152, -0.856483]],
  "atomic_forces_ev_per_a": [[-0.31, -0.70, -0.28], [0.31, 0.82, -0.31], [-0.14, -0.53, -0.22], [-0.08, 0.53, -0.22], [0.38, 2.07, 2.32], [0.19, -0.69, 0.27], [-1.91, -0.77, -3.10], [-0.07, -1.24, -0.29], [0.66, -0.13, 0.40], [0.53, 0.14, 0.50], [0.44, 0.50, 0.94]]
}

=====

# 4
{
  "formula": "CH7N3",
  "method": "ωB97M-V with the def2-TZVPD basis set",
  "e_tot_ev": -5620.906,
  "gap_ev": 10.1,
  "multiplicity": 1,
  "smiles": "[H]/N=C/N.N",
  "de_lowest_kcal_mol": 0.0,
  "species": ["N", "H", "H", "H", "N", "C", "N", "H", "H", "H", "H"],
  "xyz": [[1.991844, -1.428714, -0.048554], [1.976797, -0.832037, 0.767114], [1.701931, -2.372343, 0.187414], [2.957306, -1.480507, -0.361017], [-0.505325, 0.095119, -1.017101], [-1.086820, 0.923924, -0.112614], [-0.971761, 0.793942, 1.145721], [-0.260026, 0.513222, -1.897466], [0.166382, -0.615896, -0.732403], [-1.734911, 1.676062, -0.572439], [-1.530546, 1.507817, 1.598568]],
  "atomic_forces_ev_per_a": [[0.26, -0.15, -0.38], [-0.16, -0.14, 0.22], [0.05, 0.20, 0.25], [-0.18, 0.00, -0.02], [0.22, -0.30, -0.55], [-0.18, -0.01, 0.10], [0.10, -0.03, 0.14], [-0.22, -0.02, -0.15], [-0.02, 0.40, 0.29], [0.17, 0.12, -0.07], [-0.07, -0.06, 0.15]]
}

=====

# 5
{
  "formula": "CH7N3O",
  "method": "ωB97M-V with the def2-TZVPD basis set",
  "e_tot_ev": -7667.341,
  "total_charge": -1,
  "gap_ev": [3.2, 8.8],
  "multiplicity": 2,
  "de_lowest_kcal_mol": 3.5,
  "species": ["N", "C", "N", "N", "H", "H", "H", "H", "H", "H", "H", "O"],
  "xyz": [[-1.993502, -0.519535, 0.389303], [-0.640752, -0.184601, 0.353448], [-0.436648, 1.009215, -0.261105], [0.341188, -0.978724, 0.567803], [-2.329557, -1.323018, 0.900070], [-2.568656, -0.302294, -0.422425], [-1.169818, 1.682913, -0.238344], [0.477956, 1.302677, -0.574218], [0.115387, -1.793364, 1.112100], [2.617377, 1.033032, -0.099929], [2.155913, -0.259602, -0.313234], [2.382543, 0.508051, -0.876523]],
  "atomic_forces_ev_per_a": [[-0.26, 0.49, 0.71], [-0.93, -1.18, -1.57], [0.17, 0.62, -0.22], [1.38, 0.55, 1.07], [0.43, -0.16, 0.07], [0.20, 0.27, 0.04], [-0.38, 0.09, 0.01], [-0.08, -0.43, 0.19], [-0.52, -0.34, -0.30], [0.30, 0.84, -0.34], [-0.92, -0.65, -0.72], [0.60, -0.10, 1.05]]
}

=====

# 6
{
  "formula": "CH7N3O",
  "method": "ωB97M-V with the def2-TZVPD basis set",
  "e_tot_ev": -7663.306,
  "gap_ev": [8.2, 8.2],
  "multiplicity": 1,
  "de_lowest_kcal_mol": 143.4,
  "species": ["C", "N", "O", "H", "H", "H", "H", "H", "N", "N", "H", "H"],
  "xyz": [[0.938040, 0.429661, -0.682884], [0.835857, -0.795565, 0.009829], [1.533989, -0.648816, 1.245017], [1.778093, -1.551447, 1.486163], [-0.376957, -0.819773, 0.384809], [0.085265, 1.124763, -0.325829], [1.896360, 0.921983, -0.522460], [0.750233, 0.250238, -1.741874], [-1.617487, -0.315550, 0.494316], [-1.580722, 0.952962, 0.354729], [-2.104258, 1.289016, -0.470439], [-2.138414, -0.837473, -0.231378]],
  "atomic_forces_ev_per_a": [[-0.80, 0.57, 0.11], [-1.67, -0.89, 0.57], [-0.13, 0.16, 0.14], [-0.09, 0.12, -0.16], [2.68, -0.11, -0.52], [0.92, -0.07, -0.33], [-0.09, -0.04, 0.01], [0.10, 0.02, -0.06], [-0.55, 1.04, 0.08], [-0.42, -0.90, 0.33], [0.03, -0.29, -0.03], [0.03, 0.39, -0.15]]
}

=====

# 7
{
  "formula": "CH7N3OP",
  "method": "ωB97M-V with the def2-TZVPD basis set",
  "e_tot_ev": -16947.590,
  "total_charge": 1,
  "gap_ev": 8.5,
  "multiplicity": 1,
  "de_lowest_kcal_mol": 53.0,
  "species": ["C", "N", "N", "N", "O", "P", "H", "H", "H", "H", "H", "H", "H"],
  "xyz": [[0.833846, -0.626247, -0.346433], [1.398546, -1.407459, -1.335399], [0.208478, 0.513276, -0.771435], [-0.275754, 1.154680, 0.323682], [0.707882, -1.052568, 0.860016], [-2.232076, 0.251692, 1.126940], [2.131980, -1.164817, -2.007446], [1.440018, -2.415490, -1.010531], [0.393708, 0.937709, -1.664877], [-0.460545, 2.185626, 0.097200], [0.477148, -0.287433, 1.402303], [-1.780646, 0.414269, 2.557851], [-2.842584, 1.496761, 0.768131]],
  "atomic_forces_ev_per_a": [[0.28, 0.55, -4.79], [-0.33, -2.24, 2.35], [1.47, -2.46, 2.25], [-3.17, 2.62, 1.65], [0.57, -0.62, -0.69], [2.42, 1.06, -0.59], [-0.68, 0.44, 0.56], [0.33, 1.68, -0.74], [-0.17, -0.05, -0.25], [0.23, -2.08, 0.50], [-0.46, 0.84, 0.51], [-0.60, 0.49, -1.60], [0.12, -0.23, 0.83]]
}

=====

# 8
{
  "formula": "CH7N3P",
  "method": "ωB97M-V with the def2-TZVPD basis set",
  "e_tot_ev": -14900.728,
  "total_charge": 1,
  "gap_ev": 9.3,
  "multiplicity": 1,
  "de_lowest_kcal_mol": 56.0,
  "species": ["C", "N", "N", "N", "P", "H", "H", "H", "H", "H", "H", "H"],
  "xyz": [[-1.863341, -0.041143, -0.078182], [-1.046636, -1.049822, 0.010491], [1.319666, 0.058939, 0.003580], [-1.419969, 1.214540, -0.080406], [2.814140, 0.017105, -0.043464], [-1.523702, -1.943371, 0.034262], [-0.043252, -0.914534, -0.171876], [-2.894922, -0.249382, -0.023373], [-0.451423, 1.443183, -0.072762], [-2.009484, 1.929853, 0.189099], [3.207209, -1.326998, 0.146594], [3.911718, 0.861627, 0.086039]],
  "atomic_forces_ev_per_a": [[2.17, 1.30, 0.99], [-1.57, -0.78, -0.83], [0.12, 1.66, -0.37], [-0.26, -1.96, -0.59], [-0.36, -2.49, 0.53], [0.63, -0.09, -0.15], [0.23, -0.11, 0.48], [-1.15, 0.14, 0.03], [0.98, -0.36, 0.01], [-1.65, 1.56, 0.20], [0.85, 0.43, -0.25], [0.02, 0.69, -0.05]]
}